1.
Formula: C58H57CoGeN8O3P2SSe2
Source: OMol25
Level of theory: ωB97M-V with the def2-TZVPD basis set

Atoms and positions in Å:
Se -1.939 3.568 3.044
Se 3.739 -1.377 0.993
Ge -4.319 -0.969 -1.210
Co 1.653 0.394 -2.131
S 1.215 -1.774 -5.228
P 3.258 0.516 1.799
P -0.010 2.748 3.267
O 1.144 -0.679 -4.216
O -1.855 -0.915 -1.429
O -0.341 0.597 -2.081
N 0.863 2.487 -0.402
N 2.116 -3.591 -1.797
N 3.488 -0.321 -2.463
N 1.746 1.535 -0.137
N 1.408 -1.505 -1.342
N 0.261 2.880 0.685
N 0.953 -3.597 -1.106
N 5.479 -1.704 -3.858
C -3.455 -0.596 3.460
C -3.951 -0.874 0.711
C -0.510 1.555 5.734
C 1.764 1.346 1.208
C -4.749 -4.615 -3.345
C 4.512 1.776 1.342
C -8.402 -1.968 -0.413
C -1.455 -2.157 -4.960
C -0.415 -1.769 -6.001
C 5.300 4.058 1.284
C -0.791 -0.812 6.038
C -0.112 0.049 3.899
C 2.011 2.008 -3.190
C 2.346 -2.306 -1.913
C -3.602 -1.976 1.491
C -1.491 0.246 -1.783
C -6.329 -1.007 -1.246
C 3.617 1.397 4.484
C 5.535 1.419 0.471
C 1.368 5.099 3.096
C 4.470 -2.339 -3.269
C -7.087 -0.263 -2.149
C -3.808 0.511 2.700
C -4.062 0.366 1.343
C 6.333 3.689 0.433
C 0.530 -2.346 -0.856
C 2.844 -2.266 -7.397
C -7.019 -1.859 -0.379
C 2.206 6.122 3.503
C -2.576 1.308 -1.758
C -4.922 -3.336 -2.828
C 3.270 0.364 3.623
C 4.388 3.111 1.724
C 5.509 -0.379 -3.696
C -2.890 -3.548 -1.590
C -3.954 0.750 -2.098
C 3.381 -0.060 6.385
C 2.800 6.081 4.760
C -0.133 1.344 4.407
C 4.525 0.312 -3.005
C -8.474 -0.367 -2.196
C -3.996 -2.773 -1.949
C 3.028 -1.097 5.534
C 2.983 -0.889 4.166
C 3.490 -1.659 -2.562
C -3.358 -1.840 2.853
C -3.653 -5.375 -2.963
C -0.822 0.481 6.548
C 6.442 2.369 0.021
C 2.543 5.016 5.608
C 2.184 -1.135 -6.621
C -2.729 -4.838 -2.077
C 0.778 2.199 1.737
C 1.121 4.014 3.941
C 3.679 1.184 5.856
C -0.444 -1.024 4.714
C -9.135 -1.222 -1.328
C 1.703 3.985 5.200
H -4.096 0.633 -3.176
H -0.559 -0.746 -6.356
H 3.427 -0.220 7.455
H 3.874 2.372 4.106
H 1.535 -0.520 -7.245
H -1.334 -1.558 -4.056
H -2.143 -3.119 -0.939
H 2.110 -3.002 -7.731
H -4.732 1.433 -1.748
H 4.411 -3.416 -3.363
H 2.995 4.983 6.592
H 3.548 3.447 2.319
H 0.140 -0.115 2.858
H 3.460 6.879 5.077
H 2.915 -0.486 -6.135
H -0.439 -2.028 4.306
H -5.802 -2.769 -3.111
H -0.386 -2.458 -6.849
H -3.521 -6.377 -3.351
H -3.249 -0.486 4.517
H 2.738 -1.705 3.500
H 5.181 5.089 1.589
H -3.869 1.489 3.160
H -1.116 0.652 7.576
H 1.519 3.154 5.863
H -9.038 0.222 -2.910
H 6.335 0.155 -4.152
H 0.503 -4.468 -0.887
H 7.040 4.431 0.084
H -1.375 -3.208 -4.684
H -6.592 0.417 -2.835
H 2.398 6.953 2.837
H -2.268 2.144 -2.385
H 2.483 1.777 -4.155
H -4.325 1.244 0.764
H 3.349 -1.878 -8.282
H -1.874 -5.432 -1.770
H 3.962 2.000 6.509
H -1.051 -1.651 6.672
H 1.052 2.495 -3.376
H -3.518 -2.956 1.035
H 4.547 1.388 -2.901
H -2.592 1.669 -0.724
H 3.582 -2.778 -6.781
H -0.612 2.565 6.111
H 7.230 2.075 -0.661
H -6.461 -2.447 0.343
H -2.462 -1.986 -5.343
H 0.896 5.125 2.119
H -0.383 -2.091 -0.347
H -3.084 -2.710 3.441
H 2.794 -2.075 5.935
H -8.911 -2.634 0.274
H 5.618 0.387 0.154
H -5.476 -5.022 -4.037
H -10.215 -1.306 -1.361
H 2.647 2.709 -2.635

Calculated values
ΔE to the lowest compared entry with this formula, charge and spin = 9.2 kcal/mol
total energy = -333385.497 eV
highest occupied orbital energy (spin up / spin down) = -5.14 / -5.18 eV
net charge = -1
LUMO level (spin up / spin down) = 1.923 / 1.942 eV
spin multiplicity = 2

2.
Formula: C23H37NO15P
Source: OMol25
Level of theory: ωB97M-V with the def2-TZVPD basis set

Atoms and positions in Å:
P -0.329 -2.325 -2.101
O 3.445 -0.384 -4.883
O 0.921 1.845 5.388
O -4.693 0.232 6.214
O -0.747 -3.450 8.962
O 4.909 4.490 -3.707
O -5.738 -1.125 4.697
O -2.107 -2.900 7.252
O -1.397 -1.273 8.693
O 0.731 2.720 3.283
O 2.855 3.575 -3.567
O -0.526 0.943 3.862
O -0.723 0.956 -0.958
O -3.465 -1.168 4.947
O -0.251 3.095 -2.003
O 4.500 2.873 -2.141
N -1.072 -0.516 -4.139
C 0.116 2.245 2.101
C 1.187 -2.166 -0.950
C -0.102 -1.415 -3.764
C -0.755 -4.138 -2.523
C -2.338 -0.035 -3.464
C 4.101 0.348 -3.754
C -1.695 -4.238 7.041
C -3.376 0.252 6.731
C 2.758 4.680 -4.445
C -2.559 -0.308 5.612
C -1.015 1.811 -1.947
C 4.178 4.937 -4.833
C 0.875 0.085 -5.467
C 1.059 -1.484 -4.921
C -4.722 -0.723 5.239
C -0.765 0.077 -5.497
C -1.007 1.403 2.613
C -1.200 -4.661 8.386
C 2.550 -1.353 -4.178
C -1.416 -2.438 8.334
C 4.122 3.583 -3.058
C 0.419 1.837 4.276
C -2.165 1.584 -3.096
H 0.197 -4.820 -2.554
H -1.689 -0.864 5.971
H -2.591 -0.560 -2.449
H 0.958 -2.261 -5.802
H 1.156 0.296 -6.602
H -3.079 1.271 6.995
H 1.900 -3.097 -1.075
H 2.314 -0.839 -3.130
H 2.313 5.523 -3.905
H -1.356 1.017 -5.868
H 0.848 1.664 1.530
H -3.289 -0.190 -4.162
H 4.484 4.354 -5.708
H -1.257 -4.202 -3.585
H -2.531 -4.851 6.694
H -0.979 -0.838 -6.233
H 0.773 -2.219 0.167
H -1.534 -4.505 -1.716
H 0.738 2.914 -2.063
H -1.996 -5.074 9.014
H -1.850 2.220 -4.050
H -0.906 -4.249 6.282
H -0.386 -5.387 8.320
H 4.426 -0.361 -2.873
H -3.340 -0.373 7.629
H -1.232 0.562 1.951
H -0.235 3.077 1.485
H -1.922 1.981 2.778
H 4.372 5.996 -5.026
H 3.376 1.162 -3.275
H 1.768 -1.148 -1.025
H 3.019 -2.421 -4.073
H -3.184 2.052 -2.700
H 2.128 4.438 -5.305
H -2.225 0.464 4.912
H 1.179 0.894 -4.672
H 5.069 0.905 -4.113

Calculated values
total energy = -65928.696 eV
highest occupied orbital energy = -11.84 eV
net charge = +1
LUMO level = -4.556 eV

3.
Formula: C30H29LaN11O3S2
Source: OMol25
Level of theory: ωB97M-V with the def2-TZVPD basis set

Atoms and positions in Å:
La -1.043 0.075 -0.009
S 2.193 0.956 -0.147
S -0.989 -1.447 -2.680
O 2.285 2.108 0.714
O 2.059 -0.339 0.510
O -4.947 2.035 1.073
N -1.422 2.187 1.533
N -0.910 2.208 -1.773
N 1.274 3.149 -1.985
N -0.747 -1.212 2.269
N -3.307 0.638 0.245
N 0.748 -2.847 -1.147
N 0.264 -2.308 0.007
N -2.872 -2.106 0.073
N 6.959 0.839 -3.622
N 0.869 1.008 -1.061
N 0.953 -3.051 -3.392
C 0.426 -1.715 4.720
C 0.878 -2.360 3.577
C -3.720 -4.333 0.336
C -4.127 -1.666 -0.073
C -1.433 3.303 -2.317
C 0.432 2.180 -1.631
C 3.606 0.921 -1.170
C -0.503 2.952 2.135
C -0.829 4.111 2.815
C -4.345 -0.201 -0.342
C -2.159 4.498 2.871
C 0.257 -2.098 2.365
C 5.503 2.030 -2.120
C -0.646 -0.848 4.626
C -2.692 -3.416 0.273
C 0.706 -2.775 1.113
C -2.710 2.563 1.586
C -3.777 1.703 0.921
C 0.283 -2.483 -2.377
C -5.021 -3.873 0.185
C -0.646 4.363 -2.724
C 0.721 4.227 -2.529
C 3.920 -0.234 -1.878
C -5.223 -2.524 -0.021
C 5.835 0.874 -2.838
C 5.022 -0.261 -2.705
C -3.113 3.712 2.248
C 1.653 -3.932 1.204
C -1.200 -0.627 3.375
C 4.397 2.055 -1.297
H -1.044 -0.342 5.493
H -6.219 -2.119 -0.133
H -4.166 3.951 2.254
H 7.397 1.708 -3.871
H 6.127 2.911 -2.213
H -0.048 4.695 3.281
H 2.689 -3.591 1.116
H 1.549 -4.452 2.152
H 0.908 -1.896 5.671
H 4.134 2.948 -0.749
H 3.295 -1.112 -1.771
H -2.035 0.054 3.249
H -2.448 5.401 3.393
H 1.715 -3.038 3.639
H -2.512 3.322 -2.420
H -5.324 0.099 0.034
H 5.274 -1.162 -3.251
H -4.380 -0.064 -1.431
H -3.505 -5.379 0.502
H -5.859 -4.556 0.235
H 1.595 -3.393 -1.095
H 0.652 -2.838 -4.328
H 7.053 0.101 -4.297
H 1.648 -3.766 -3.262
H 0.528 2.628 2.046
H 1.404 5.018 -2.819
H 1.454 -4.665 0.422
H -1.074 5.249 -3.167
H -1.668 -3.747 0.384

Calculated values
ΔE to the lowest compared entry with this formula, charge and spin = 0.0 kcal/mol
total energy = -76644.859 eV
highest occupied orbital energy = -10.18 eV
net charge = +1
LUMO level = -3.124 eV

4.
Formula: C21H26N4O3SY
Source: OMol25
Level of theory: ωB97M-V with the def2-TZVPD basis set

Atoms and positions in Å:
Y -0.018 0.219 0.411
S -4.004 0.194 2.948
O -2.032 0.009 -0.815
O -1.054 -2.093 0.382
O 0.412 -1.121 -1.536
N -4.195 -0.643 -0.754
N 1.212 -3.096 -2.262
N -1.351 0.540 2.138
N 0.947 1.777 -1.194
C -0.348 -3.058 -0.383
C 3.440 4.433 -0.453
C 2.346 -1.788 1.113
C 2.205 2.391 -0.766
C -2.469 0.408 2.500
C 0.461 -2.358 -1.461
C -5.244 -1.535 -0.269
C 4.445 -1.948 -0.035
C 4.339 -0.605 -0.381
C 3.246 1.620 -0.238
C 2.088 -2.404 -3.210
C 4.392 2.319 0.150
C 2.295 3.771 -0.865
C 1.335 -4.542 -2.067
C 3.456 -2.542 0.737
C -2.909 -0.820 -0.504
C 2.180 -0.445 0.748
C -4.669 0.605 -1.349
C -2.469 -2.075 0.246
C 4.498 3.695 0.052
C 3.223 0.136 0.008
H 0.369 -5.039 -2.154
H 5.402 4.187 0.387
H 1.601 -2.272 1.744
H 1.104 1.116 -1.955
H -5.911 -1.783 -1.093
H 1.513 -1.708 -3.816
H -2.810 -2.970 -0.277
H 1.981 -4.931 -2.848
H -5.270 0.375 -2.228
H -3.820 1.215 -1.630
H 1.790 -4.774 -1.103
H -4.838 -2.455 0.137
H -5.279 1.129 -0.613
H 3.499 5.509 -0.535
H 5.208 1.751 0.579
H -1.038 -3.777 -0.828
H 1.471 4.332 -1.292
H 5.318 -2.512 -0.339
H 2.868 -1.859 -2.676
H 0.346 2.506 -1.567
H 3.566 -3.570 1.064
H -5.800 -1.029 0.521
H 0.321 -3.610 0.277
H -2.917 -2.080 1.241
H 5.139 -0.136 -0.943
H 2.541 -3.151 -3.855

Calculated values
ΔE to the lowest compared entry with this formula, charge and spin = 0.0 kcal/mol
total energy = -46178.477 eV
highest occupied orbital energy = -10.96 eV
net charge = +1
LUMO level = -2.301 eV

> total energy of number 1 (C58H57CoGeN8O3P2SSe2)?

-333385.497 eV